# 1
{
  "formula": "C7H19N4O",
  "method": "the ωB97M-V functional and the def2-TZVPD basis",
  "homo_lumo_gap_ev": 8.365,
  "fmax_ev_per_a": 4.8,
  "e_homo_ev": -11.64,
  "de_lowest_kcal_mol": 105.3,
  "charge": 1,
  "symbols": ["C", "C", "C", "C", "C", "O", "N", "H", "H", "H", "H", "H", "H", "H", "H", "H", "H", "H", "C", "C", "N", "N", "N", "H", "H", "H", "H", "H", "H", "H", "H"],
  "positions_angstrom": [[0.38, -0.51, -0.85], [-0.74, -0.86, -1.76], [1.52, -1.51, -2.66], [2.22, -0.36, 0.84], [2.72, -1.14, -0.32], [3.56, -1.99, -0.38], [1.67, -0.96, -1.34], [0.42, 0.56, -0.44], [-0.06, -1.31, -0.01], [-0.55, -1.63, -2.46], [-0.97, 0.07, -2.17], [0.84, -2.38, -2.91], [1.41, -0.77, 1.44], [-1.69, -1.46, -1.20], [1.06, -0.86, -3.48], [2.61, -1.56, -3.01], [3.04, -0.10, 1.41], [1.87, 0.58, 0.39], [-0.68, 2.61, 0.73], [-1.91, 0.77, 1.85], [-1.85, 1.84, 1.00], [-0.67, 0.39, 2.23], [-3.09, 0.04, 2.03], [-2.63, 2.22, 0.57], [0.29, 0.88, 2.18], [-0.48, -0.50, 2.64], [-3.96, 0.17, 1.49], [-3.03, -0.86, 2.43], [0.29, 2.21, 0.80], [-0.60, 3.55, 1.28], [-0.97, 2.87, -0.30]]
}

# 2
{
  "formula": "CH2INO3P",
  "method": "the ωB97M-V functional and the def2-TZVPD basis",
  "spin_multiplicity": 3,
  "homo_lumo_gap_ev": [5.547, 6.588],
  "fmax_ev_per_a": 4.2,
  "e_homo_ev": [-2.71, -4.04],
  "de_lowest_kcal_mol": 86.3,
  "s2": 2.014,
  "charge": -1,
  "symbols": ["C", "N", "O", "O", "O", "P", "I", "H", "H"],
  "positions_angstrom": [[-0.48, 0.26, 0.00], [3.19, 1.76, 0.53], [0.72, 2.25, -1.54], [2.10, 1.06, 0.30], [3.10, 2.95, 0.46], [0.54, 1.98, -0.12], [-2.53, 0.84, 0.06], [-0.34, -0.52, 0.76], [-0.13, -0.08, -1.01]]
}

# 3
{
  "formula": "C27H52OP2ReSi",
  "method": "the ωB97M-V functional and the def2-TZVPD basis",
  "spin_multiplicity": 4,
  "homo_lumo_gap_ev": [7.737, 5.324],
  "fmax_ev_per_a": 7.5,
  "e_homo_ev": [-13.30, -13.24],
  "de_lowest_kcal_mol": 39.1,
  "s2": 3.762,
  "charge": 2,
  "symbols": ["Re", "C", "C", "C", "C", "C", "C", "H", "H", "H", "C", "H", "H", "H", "C", "H", "H", "H", "C", "H", "H", "H", "C", "H", "H", "H", "C", "C", "C", "C", "C", "C", "C", "C", "H", "H", "H", "H", "H", "H", "H", "H", "H", "H", "H", "H", "P", "P", "C", "C", "H", "H", "H", "H", "C", "H", "H", "H", "C", "H", "H", "H", "C", "H", "H", "H", "C", "H", "H", "H", "C", "Si", "C", "C", "O", "H", "H", "H", "H", "H", "H", "H", "H", "H"],
  "positions_angstrom": [[-0.59, 0.60, 0.21], [0.74, 0.60, 1.83], [1.41, 0.97, 0.61], [-0.31, 2.52, 0.96], [-0.34, 1.56, 2.04], [0.81, 2.19, 0.13], [0.87, -0.73, 2.49], [1.68, -1.29, 2.01], [-0.09, -1.27, 2.39], [1.06, -0.66, 3.56], [-1.32, 1.60, 3.15], [-0.97, 0.97, 3.97], [-2.30, 1.24, 2.85], [-1.45, 2.64, 3.48], [-1.18, 3.73, 0.71], [-1.00, 4.52, 1.45], [-2.26, 3.50, 0.80], [-1.01, 4.19, -0.27], [1.42, 3.05, -0.95], [1.58, 4.11, -0.68], [0.78, 3.01, -1.84], [2.41, 2.67, -1.22], [2.57, 0.29, -0.10], [3.51, 0.40, 0.44], [2.74, 0.70, -1.11], [2.39, -0.78, -0.22], [-0.34, -3.72, -2.29], [0.96, -3.67, -1.90], [2.16, -3.18, -2.64], [2.12, -2.18, -3.87], [1.36, -0.92, -3.70], [0.07, -0.69, -3.27], [-1.16, -1.52, -3.16], [-0.91, -3.00, -3.46], [2.72, -4.06, -3.03], [1.94, -2.69, -4.85], [2.85, -2.71, -1.90], [-0.08, -3.06, -4.17], [-1.08, -4.38, -1.85], [1.21, -4.24, -1.00], [-1.82, -3.52, -3.85], [-1.57, -1.45, -2.11], [0.03, 0.14, -2.49], [-2.03, -1.03, -3.71], [3.20, -1.88, -3.94], [2.03, -0.06, -3.58], [-0.92, -1.89, -5.79], [-0.58, 1.37, -4.91], [-0.58, -0.64, -7.04], [-1.13, 0.72, -6.61], [-1.09, -1.02, -7.94], [0.50, -0.63, -7.30], [-0.76, 1.44, -7.35], [-2.24, 0.76, -6.67], [-1.30, 3.02, -5.28], [-0.89, 3.77, -4.60], [-2.39, 2.96, -5.18], [-1.06, 3.28, -6.32], [1.08, 1.87, -5.58], [0.95, 2.30, -6.58], [1.77, 1.02, -5.66], [1.52, 2.63, -4.93], [-2.64, -2.41, -6.14], [-3.00, -3.14, -5.40], [-2.63, -2.91, -7.12], [-3.32, -1.56, -6.18], [-0.03, -3.35, -6.46], [0.88, -3.06, -7.00], [-0.74, -3.84, -7.14], [0.24, -4.09, -5.69], [-1.95, -3.34, 0.95], [-2.91, -1.78, 0.61], [-4.41, -2.15, -0.45], [-3.42, -1.17, 2.32], [-2.01, -0.68, -0.26], [-2.69, -3.97, 1.47], [-1.09, -3.20, 1.62], [-1.60, -3.88, 0.07], [-4.92, -3.04, -0.05], [-5.11, -1.31, -0.41], [-4.18, -2.35, -1.50], [-2.57, -1.07, 3.01], [-3.89, -0.19, 2.22], [-4.13, -1.84, 2.81]]
}

# 4
{
  "formula": "C8H13IO",
  "method": "the ωB97M-V functional and the def2-TZVPD basis",
  "homo_lumo_gap_ev": 8.918,
  "fmax_ev_per_a": 4.8,
  "e_homo_ev": -9.71,
  "de_lowest_kcal_mol": 42.2,
  "charge": 0,
  "symbols": ["C", "C", "C", "C", "C", "C", "O", "C", "C", "I", "H", "H", "H", "H", "H", "H", "H", "H", "H", "H", "H", "H", "H"],
  "positions_angstrom": [[1.62, 2.66, -2.00], [0.82, 1.40, -1.76], [0.70, 1.11, -0.30], [-0.28, -0.02, -0.08], [-0.31, -0.29, 1.44], [-1.31, -1.37, 1.87], [-2.60, -1.12, 1.33], [-0.86, -2.67, 1.37], [-0.54, -3.76, 1.00], [-0.06, -5.89, 0.36], [2.66, 2.49, -1.67], [1.61, 2.95, -3.03], [1.18, 3.51, -1.45], [1.31, 0.55, -2.30], [-0.20, 1.50, -2.18], [0.36, 2.00, 0.22], [1.70, 0.80, 0.05], [-0.07, -0.91, -0.70], [-1.30, 0.41, -0.35], [-0.59, 0.65, 1.97], [0.65, -0.63, 1.80], [-1.30, -1.43, 2.98], [-3.17, -1.91, 1.44]]
}

# 5
{
  "formula": "C43H31Br2ClF2LuN5O2S",
  "method": "the ωB97M-V functional and the def2-TZVPD basis",
  "homo_lumo_gap_ev": 7.275,
  "fmax_ev_per_a": 0.6,
  "e_homo_ev": -7.21,
  "de_lowest_kcal_mol": 0.0,
  "charge": 0,
  "symbols": ["Lu", "Br", "C", "C", "C", "Br", "C", "C", "C", "C", "N", "C", "C", "O", "H", "H", "H", "H", "F", "C", "C", "C", "C", "C", "F", "C", "C", "C", "C", "C", "C", "N", "H", "H", "H", "H", "H", "H", "Cl", "C", "C", "C", "C", "C", "C", "C", "H", "H", "H", "H", "H", "H", "N", "C", "C", "N", "C", "C", "N", "H", "H", "H", "H", "H", "O", "S", "C", "C", "C", "C", "C", "C", "C", "C", "C", "C", "C", "C", "H", "H", "H", "H", "H", "H", "H", "H", "H", "H"],
  "positions_angstrom": [[-0.71, 0.52, -0.48], [-5.08, 2.06, 1.85], [-3.38, 2.79, 2.23], [-3.24, 3.70, 3.29], [-2.03, 4.27, 3.58], [-1.90, 5.51, 5.00], [-0.87, 3.92, 2.83], [0.42, 4.44, 3.03], [1.45, 4.01, 2.24], [1.20, 3.03, 1.26], [0.01, 2.53, 1.05], [-1.03, 2.99, 1.79], [-2.31, 2.42, 1.44], [-2.35, 1.61, 0.44], [-4.11, 3.96, 3.87], [0.59, 5.18, 3.81], [2.45, 4.39, 2.36], [2.01, 2.64, 0.65], [-2.62, -1.52, 4.38], [-2.36, -1.85, 3.10], [-1.73, -0.95, 2.27], [-1.47, -1.27, 0.93], [-1.83, -2.55, 0.47], [-2.47, -3.42, 1.36], [-2.87, -4.66, 0.97], [-2.75, -3.10, 2.67], [-1.52, -2.87, -0.94], [-1.71, -4.13, -1.52], [-1.36, -4.34, -2.84], [-0.83, -3.29, -3.57], [-0.67, -2.08, -2.93], [-1.00, -1.86, -1.66], [-1.48, 0.03, 2.68], [-3.25, -3.80, 3.32], [-2.13, -4.93, -0.94], [-1.51, -5.31, -3.29], [-0.54, -3.40, -4.61], [-0.27, -1.24, -3.48], [-0.73, 3.10, -1.93], [1.02, 3.12, -2.15], [1.68, 4.32, -2.02], [3.06, 4.33, -2.13], [3.73, 3.14, -2.36], [3.04, 1.95, -2.49], [1.64, 1.88, -2.37], [0.88, 0.63, -2.39], [1.11, 5.22, -1.84], [3.61, 5.26, -2.03], [4.81, 3.13, -2.45], [3.58, 1.04, -2.69], [1.51, -0.21, -2.68], [0.04, 0.68, -3.09], [-6.12, -0.56, -1.11], [-5.10, -0.02, -1.83], [-3.77, -0.10, -1.35], [-2.76, 0.41, -2.03], [-3.05, 1.01, -3.20], [-4.34, 1.06, -3.67], [-5.37, 0.56, -2.99], [-5.97, -0.63, -0.11], [-7.04, -0.24, -1.38], [-3.56, -0.56, -0.39], [-2.22, 1.45, -3.75], [-4.56, 1.54, -4.61], [1.28, 0.16, 0.70], [2.56, -0.31, 0.04], [3.67, -0.44, 1.43], [5.03, -0.60, 1.19], [5.90, -0.69, 2.26], [5.42, -0.60, 3.56], [4.06, -0.43, 3.79], [3.18, -0.34, 2.72], [2.31, -2.02, -0.32], [2.87, -2.53, -1.49], [2.66, -3.86, -1.80], [1.91, -4.66, -0.95], [1.35, -4.13, 0.21], [1.55, -2.80, 0.54], [5.40, -0.66, 0.17], [6.96, -0.82, 2.09], [6.10, -0.67, 4.40], [3.69, -0.35, 4.80], [2.12, -0.19, 2.87], [3.42, -1.88, -2.15], [3.08, -4.28, -2.70], [1.74, -5.70, -1.20], [0.74, -4.76, 0.85], [1.11, -2.37, 1.42]]
}

Q: What is the charge in the first record?
A: +1

Q: Which of these has the lowest charge?
A: CH2INO3P